# C6H13LuO3

C6H13LuO3 as an isolated structure at a distorted geometry (wB97M-V/def2-TZVPD, OMol25).

XYZ file:
```
23
Properties=species:S:1:pos:R:3:nbo_charge:R:1
H 0.410 2.669 -0.492 0.224
O 0.691 0.614 -0.440 -0.657
H -3.437 0.643 0.261 0.223
H -0.291 -2.962 0.911 0.219
H 2.688 -1.367 -0.258 0.178
O -1.884 0.276 -1.055 -0.629
C -0.131 1.747 -0.231 -0.100
H 3.047 -0.822 1.417 0.228
Lu -0.223 -1.303 -1.380 1.562
C -1.358 1.592 -1.103 -0.104
C 2.269 -0.876 0.640 -0.101
H 1.198 -3.377 0.033 0.203
H -2.139 2.301 -0.786 0.228
H -1.072 1.749 -2.154 0.219
C -2.605 -0.061 0.119 -0.284
H 2.707 1.027 -0.302 0.210
H -2.970 -1.085 -0.017 0.223
C 1.908 0.554 0.290 -0.098
H 1.784 1.121 1.226 0.201
H -0.405 1.790 0.834 0.201
H -1.939 -0.068 0.996 0.193
O 1.226 -1.622 1.192 -0.549
C 0.527 -2.538 0.300 -0.789
```

Results
Charge: +1
Multiplicity: 2
HOMO-LUMO gap (spin up / spin down) (eV): 6.6 / 7.9
<S²>: 0.75
Electronic energy (a.u.): -1697.30170

=====

# C6H13N

A 2-piece molecular cluster, C6H13N overall (wB97M-V/def2-TZVPD, OMol25).

XYZ file:
```
20
Properties=species:S:1:pos:R:3:nbo_charge:R:1
H -0.635 -1.426 -2.866 0.192
C -2.007 -0.571 -1.524 0.016
C 1.247 0.415 2.742 -0.423
H -3.752 -1.505 -0.957 0.382
N -2.875 -1.642 -1.428 -0.819
C 1.901 -0.437 0.504 -0.649
C -0.926 -0.548 -2.304 -0.543
H 1.189 -0.624 -0.303 0.226
H 0.773 1.133 3.399 0.191
C 1.311 0.589 1.429 0.038
H -2.934 -2.251 -2.227 0.379
H 0.604 2.611 1.481 0.214
H -0.315 0.339 -2.374 0.207
H 1.457 2.159 -0.003 0.211
H 1.681 -0.462 3.205 0.192
H 2.824 -0.073 0.049 0.212
H -0.198 1.611 0.264 0.213
H 2.111 -1.379 1.004 0.214
C 0.753 1.815 0.755 -0.642
H -2.209 0.246 -0.841 0.188
```

Results
HOMO-LUMO gap (eV): 9.3
SMILES: C=C(C)C.C=CN
Electronic energy (a.u.): -291.11829

=====

# C6H13N

C6H13N as an isolated structure (wB97M-V/def2-TZVPD, OMol25).

XYZ file:
```
20
Properties=species:S:1:pos:R:3:nbo_charge:R:1
H -1.246 -2.642 -2.088 0.217
N 0.311 0.577 1.192 -0.347
H -1.320 -0.715 -0.510 0.217
H 0.479 -2.892 -1.781 0.205
H 1.683 -1.180 -0.214 0.203
H 0.156 2.904 -0.163 0.208
H -1.654 0.935 1.443 0.168
H -0.698 -3.193 -0.496 0.204
C -0.759 2.682 0.394 -0.665
H -0.062 -0.433 -1.712 0.208
H 0.511 -1.684 1.043 0.203
C -0.350 -1.076 -0.872 -0.456
C 1.610 0.794 0.927 -0.252
H -1.601 2.757 -0.303 0.213
H 2.329 0.109 1.364 0.176
C 0.699 -1.017 0.201 -0.171
H -0.895 3.481 1.136 0.212
C -0.458 -2.534 -1.338 -0.595
C -0.727 1.324 1.033 -0.111
H 1.991 1.804 0.743 0.166
```

Results
HOMO-LUMO gap (eV): 7.6
Electronic energy (a.u.): -290.99621

=====

# C6H13N

C6H13N in the gas phase at a distorted geometry (wB97M-V/def2-TZVPD, OMol25).

XYZ file:
```
20
Properties=species:S:1:pos:R:3:nbo_charge:R:1
H -1.028 0.962 -1.496 0.219
C 2.431 0.050 0.076 -0.407
H 2.352 0.204 -0.998 0.202
C 0.038 0.830 0.387 0.211
H 0.550 0.493 -1.667 0.209
H 3.401 0.458 0.374 0.200
C -0.694 -1.149 -1.052 -0.387
H -1.951 1.214 1.073 0.206
H -2.461 -2.374 -0.579 0.208
C -1.968 -1.458 -0.261 -0.611
H 1.449 0.577 1.793 0.376
H -0.859 -1.427 -2.088 0.204
H -0.557 1.528 2.254 0.189
H 0.113 -1.734 -0.617 0.198
C -0.296 0.328 -0.989 -0.451
H 2.521 -1.029 0.242 0.172
H -1.783 -1.637 0.798 0.211
C -0.893 1.192 1.279 -0.532
N 1.371 0.702 0.796 -0.617
H -2.657 -0.628 -0.310 0.201
```

Results
HOMO-LUMO gap (eV): 8.8
SMILES: C=C(CCC)NC
Electronic energy (a.u.): -291.12996

=====

# C6H13N

C6H13N in the gas phase at a distorted geometry (wB97M-V/def2-TZVPD, OMol25).

XYZ file:
```
20
Properties=species:S:1:pos:R:3:nbo_charge:R:1
H 1.375 -1.846 -0.510 0.202
C 1.488 -0.783 -0.281 -0.429
H -0.118 -0.224 2.638 0.216
C -0.740 0.482 -0.020 0.168
H -2.118 2.044 0.353 0.208
C -1.620 1.254 0.928 -0.651
H 0.933 -1.541 2.075 0.208
H 1.062 0.057 -2.299 0.180
H 1.984 1.065 -1.237 0.209
H -2.420 0.652 1.368 0.217
C 0.279 -0.251 0.483 -0.074
N -1.339 0.220 -1.275 -0.794
H -1.667 1.060 -1.752 0.355
H -1.047 1.779 1.688 0.220
H -0.805 -1.587 1.718 0.207
H -0.653 -0.173 -1.910 0.365
C 0.061 -0.934 1.834 -0.631
H 2.792 -0.256 -1.965 0.211
C 1.831 0.030 -1.535 -0.601
H 2.310 -0.576 0.406 0.212
```

Results
HOMO-LUMO gap (eV): 8.5
SMILES: CC/C(C)=C(/C)N
Electronic energy (a.u.): -291.11769

=====

# C6H13N

A 2-piece molecular cluster, C6H13N overall at a distorted geometry (wB97M-V/def2-TZVPD, OMol25).

XYZ file:
```
20
Properties=species:S:1:pos:R:3:nbo_charge:R:1
N 2.727 -0.118 0.084 -0.642
H 0.856 -0.051 -1.510 0.234
C 2.750 -0.384 1.471 -0.470
H 3.438 -0.664 -0.415 0.325
H 3.536 -0.992 1.928 0.184
H -0.338 2.438 -0.821 0.219
H -3.958 -0.803 0.965 0.217
H -1.765 -0.717 1.080 0.218
C -1.229 -0.203 -0.977 0.173
H 0.405 -0.328 0.186 0.302
H 0.481 1.817 0.651 0.202
H -3.334 -1.970 -0.233 0.227
C -3.499 -0.906 -0.026 -0.631
H 1.457 1.974 -0.710 0.245
H -3.994 -0.475 -0.896 0.222
H 2.636 0.554 2.050 0.192
H 1.804 -0.852 1.822 0.196
C -2.043 -0.427 0.056 -0.313
C 0.185 0.259 -0.716 -0.479
C 0.425 1.758 -0.468 -0.622
```

Results
HOMO-LUMO gap (eV): 3.9
Electronic energy (a.u.): -290.85268

=====

# C6H13N

C6H13N in the gas phase at a distorted geometry (wB97M-V/def2-TZVPD, OMol25).

XYZ file:
```
20
Properties=species:S:1:pos:R:3:nbo_charge:R:1
H 2.219 -1.531 1.347 0.216
H 0.996 -2.287 2.484 0.209
H -1.832 -0.283 -1.417 0.201
C 0.295 -0.445 1.632 -0.221
N 0.410 0.273 0.320 -0.466
H -0.081 2.444 0.397 0.188
C 1.156 -1.745 1.540 -0.618
C 0.297 -0.473 -0.948 -0.222
H -1.335 1.273 0.874 0.174
H -0.879 0.041 -2.849 0.211
H 0.922 0.284 2.252 0.196
H 0.772 -2.430 0.745 0.199
H -1.617 2.253 -1.596 0.210
H 0.067 -1.565 -0.803 0.191
C -0.906 0.143 -1.750 -0.423
C -0.772 1.604 -1.388 -0.399
H 1.323 -0.427 -1.438 0.192
H -0.640 -0.651 2.202 0.179
H 0.104 2.078 -1.820 0.200
C -0.500 1.445 0.219 -0.217
```

Results
HOMO-LUMO gap (eV): 9.3
SMILES: CCN1CCCC1
Electronic energy (a.u.): -291.11126

=====

# C6H13N

C6H13N in the gas phase at a distorted geometry (wB97M-V/def2-TZVPD, OMol25).

XYZ file:
```
20
Properties=species:S:1:pos:R:3:nbo_charge:R:1
C -1.095 0.758 1.209 -0.533
C -0.659 0.476 -0.123 -0.002
H 1.683 -2.078 -0.186 0.220
H 0.672 2.239 -0.482 0.372
H 1.516 1.108 1.554 0.221
C 0.500 -0.331 0.284 0.327
H 0.392 -1.782 -1.327 0.226
H -2.152 -1.023 -0.622 0.218
H 0.336 1.486 -2.041 0.382
H 2.571 0.106 0.550 0.229
H -1.275 -0.401 -2.017 0.207
H 0.002 -2.397 0.280 0.246
H -0.526 1.319 1.935 0.197
C 0.658 -1.715 -0.272 -0.710
C -1.702 -0.125 -1.050 -0.611
C 1.650 0.112 1.138 -0.679
N 0.302 1.463 -1.021 -0.960
H -2.159 0.775 1.409 0.199
H 1.790 -0.593 1.967 0.223
H -2.503 0.604 -1.186 0.228
```

Results
HOMO-LUMO gap (spin up / spin down) (eV): 7.4 / 8.0
Electronic energy (a.u.): -291.00846

=====

# C6H13N

C6H13N in the gas phase at a distorted geometry (wB97M-V/def2-TZVPD, OMol25).

XYZ file:
```
20
Properties=species:S:1:pos:R:3:nbo_charge:R:1
H 1.254 2.440 1.022 0.212
H 0.755 1.508 2.454 0.204
C -0.526 -1.695 -1.885 -0.617
H -1.490 1.581 1.862 0.208
C 0.659 1.605 1.378 -0.412
C 0.595 -1.248 -0.946 -0.204
C -1.043 0.302 0.163 -0.222
H 2.224 0.420 0.380 0.198
H 0.707 -2.045 -0.191 0.152
H 1.538 -1.103 -1.452 0.193
C 1.211 0.296 0.754 -0.212
H -1.127 2.417 0.374 0.208
H -0.242 -2.564 -2.476 0.214
C -0.822 1.577 1.008 -0.413
H -1.700 0.429 -0.687 0.209
H -1.361 -2.025 -1.271 0.203
H 1.207 -0.490 1.531 0.150
H -1.282 -0.530 0.852 0.154
N 0.314 0.022 -0.341 -0.435
H -0.872 -0.897 -2.531 0.208
```

Results
HOMO-LUMO gap (eV): 9.5
SMILES: CCN1CCCC1
Electronic energy (a.u.): -291.14703

=====

# C6H13N

C6H13N in the gas phase at a distorted geometry (wB97M-V/def2-TZVPD, OMol25).

XYZ file:
```
20
Properties=species:S:1:pos:R:3:nbo_charge:R:1
H 3.187 -0.670 0.708 0.206
H 0.197 -0.087 -1.557 0.209
H 0.065 -1.610 -0.780 0.222
H 2.315 -1.942 -0.099 0.205
H 1.898 1.464 1.301 0.352
H 2.607 -0.450 -1.049 0.213
C -1.338 -0.065 -0.107 0.028
C -2.062 -0.655 0.847 -0.415
C 1.116 -0.181 0.402 -0.021
C -1.965 1.057 -0.919 -0.642
H -2.031 0.711 -1.950 0.216
C 2.437 -0.861 -0.059 -0.611
H -2.963 -0.212 1.246 0.197
H 0.815 -0.692 1.334 0.156
C -0.011 -0.539 -0.578 -0.460
H -2.928 1.370 -0.527 0.212
H 0.411 1.640 0.869 0.354
H -1.378 1.981 -0.950 0.215
N 1.287 1.257 0.499 -0.828
H -1.659 -1.517 1.368 0.190
```

Results
HOMO-LUMO gap (eV): 10.3
SMILES: C=C(C)C[C@@H](C)N
Electronic energy (a.u.): -291.13831

=====

# C6H13N

C6H13N in the gas phase at a distorted geometry (wB97M-V/def2-TZVPD, OMol25).

XYZ file:
```
20
Properties=species:S:1:pos:R:3:nbo_charge:R:1
H -1.381 -2.471 -1.770 0.204
C 0.213 0.744 0.370 -0.055
C -0.243 -0.316 -0.627 -0.411
C 1.107 1.669 -0.021 -0.013
H -0.744 -3.707 -0.731 0.204
H 1.741 3.534 -0.120 0.362
C -0.479 -2.757 -1.229 -0.608
H 0.755 3.349 1.044 0.356
H 0.953 -1.910 0.118 0.199
C -0.761 1.028 1.518 -0.661
H 1.606 1.440 -0.955 0.176
N 1.542 2.862 0.617 -0.806
H -1.347 0.134 1.693 0.219
H -0.675 -1.981 0.764 0.196
H -0.166 1.446 2.340 0.221
H 0.291 -0.148 -1.566 0.205
H 0.417 -2.964 -1.806 0.207
H -1.314 -0.114 -0.821 0.195
H -1.418 1.891 1.309 0.206
C -0.096 -1.728 -0.126 -0.395
```

Results
HOMO-LUMO gap (eV): 9.1
SMILES: CCC/C(C)=C/N
Electronic energy (a.u.): -291.13123

=====

Sequential energy above the lowest of the compared OMol25 structures with the same formula, charge and spin output: 0.00 25.39 101.99 18.07 25.76 192.06 29.80 94.31 7.36 12.82 17.27 kcal/mol